(1)
21
Properties=species:S:1:pos:R:3 method="wB97M-V/def2-TZVPD" spin_multiplicity=1 total_charge=+2 gap_ev=11.716 homo_ev=-18.55
C 0.62 0.40 1.33
C 0.44 -0.93 0.59
C -0.63 -0.89 -0.47
C -1.93 -0.79 -0.33
N -0.10 -0.69 -1.89
N 1.91 0.33 2.18
H 0.70 1.31 0.75
H -0.14 0.63 2.08
H 1.41 -1.20 0.19
H 0.14 -1.65 1.35
H -2.70 -0.84 -1.09
H -2.33 -0.74 0.68
H 0.90 -0.86 -1.89
H -0.33 0.22 -2.31
H -0.57 -1.44 -2.41
H 1.82 0.84 3.06
H 2.21 -0.62 2.39
H 2.67 0.82 1.70
H -1.65 1.84 -1.17
H -0.51 2.76 -1.64
O -0.69 1.88 -1.29

(2)
39
Properties=species:S:1:pos:R:3 method="wB97M-V/def2-TZVPD" smiles="CCNN(C[C@H](C)I)C(=O)OCC(=O)c1ccccc1" spin_multiplicity=1 gap_ev=9.614 homo_ev=-9.06
C -3.08 -1.74 -2.35
C -3.43 -0.65 -1.23
N -2.82 0.66 -1.53
N -1.73 1.00 -0.70
C -2.21 1.43 0.62
C -1.24 2.44 1.36
C -0.08 3.01 0.47
I -0.44 1.61 3.23
C -0.74 -0.02 -0.62
O -0.38 -0.42 0.46
O -0.19 -0.59 -1.76
C 1.23 -0.37 -1.84
C 2.08 -1.58 -1.24
O 2.32 -2.57 -1.87
C 2.59 -1.35 0.23
C 2.16 -2.26 1.26
C 2.63 -1.97 2.63
C 3.46 -0.80 2.85
C 3.89 0.11 1.78
C 3.43 -0.18 0.44
H -2.30 -2.47 -2.02
H -2.65 -1.21 -3.25
H -4.00 -2.27 -2.72
H -4.55 -0.51 -1.33
H -3.27 -1.02 -0.20
H -2.62 0.79 -2.52
H -2.52 0.57 1.28
H -3.16 2.00 0.43
H -1.86 3.32 1.68
H -0.41 3.18 -0.59
H 0.18 4.02 0.89
H 0.83 2.37 0.56
H 1.51 -0.31 -2.93
H 1.53 0.61 -1.38
H 1.51 -3.13 1.06
H 2.31 -2.65 3.45
H 3.80 -0.55 3.88
H 4.53 1.00 1.96
H 3.70 0.46 -0.44

(3)
8
Properties=species:S:1:pos:R:3 method="wB97M-V/def2-TZVPD" spin_multiplicity=1 gap_ev="7.253 / 7.820" homo_ev="-8.45 / -8.10"
C -0.01 -0.99 1.52
O -0.28 1.17 0.14
P -0.19 0.70 -1.26
I 0.46 -1.90 -0.19
H -1.02 -0.98 1.99
H 0.81 -0.46 2.02
H -0.96 1.50 -2.31
H 1.19 0.96 -1.92

(4)
117
Properties=species:S:1:pos:R:3 method="wB97M-V/def2-TZVPD" spin_multiplicity=1 total_charge=-1 gap_ev=9.888 homo_ev=-8.68
O 2.40 1.67 0.22
C 1.58 0.79 0.07
O 0.31 0.82 0.25
B -0.41 -0.37 -0.24
O 0.68 -1.31 -0.55
C 1.88 -0.65 -0.45
O 3.06 -1.05 -0.64
O -1.19 -0.05 -1.43
C -2.50 -0.41 -1.21
O -3.35 -0.38 -2.09
C -2.60 -0.97 0.25
O -1.36 -0.91 0.74
O -3.61 -1.42 0.80
C 4.13 -0.27 2.96
C 5.39 -0.70 2.20
C 6.69 0.09 2.64
C 7.00 -0.16 4.06
N 7.23 -0.38 5.16
H 4.30 0.10 3.97
H 3.37 -1.05 3.01
H 3.58 0.49 2.39
H 5.18 -0.55 1.14
H 5.61 -1.73 2.45
H 6.56 1.16 2.51
H 7.53 -0.17 2.00
C 1.35 2.49 -3.17
C 0.82 1.29 -3.83
C -0.71 1.29 -4.11
C -1.02 2.27 -5.13
N -1.27 3.06 -5.94
H 2.43 2.40 -3.06
H 0.91 2.62 -2.18
H 1.12 3.41 -3.70
H 1.05 0.39 -3.25
H 1.34 1.12 -4.78
H -1.27 1.67 -3.26
H -1.12 0.32 -4.41
Cl -7.59 1.50 1.91
C -6.28 0.56 1.18
C -6.82 -0.02 -0.14
Cl -7.03 1.21 -1.38
H -6.02 -0.30 1.81
H -5.43 1.22 0.98
H -7.82 -0.46 -0.06
H -6.18 -0.86 -0.41
Cl -0.73 -5.40 1.38
C -2.23 -4.49 0.87
C -3.41 -5.41 0.59
Cl -4.75 -4.48 -0.08
H -1.96 -3.98 -0.05
H -2.53 -3.79 1.65
H -3.85 -5.92 1.45
H -3.24 -6.22 -0.12
Cl 4.13 -4.22 2.42
C 2.55 -3.86 1.59
C 2.53 -4.43 0.16
Cl 2.80 -6.18 0.01
H 2.40 -2.78 1.60
H 1.78 -4.32 2.21
H 3.25 -3.85 -0.41
H 1.56 -4.17 -0.27
Cl 0.60 -1.91 3.50
C 0.50 -0.16 3.56
C 0.63 0.27 5.07
Cl 2.29 -0.23 5.57
H -0.47 -0.03 3.08
H 1.32 0.26 2.98
H -0.06 -0.27 5.72
H 0.59 1.34 5.27
Cl -3.65 4.45 -3.32
C -3.99 3.26 -2.04
C -3.20 3.53 -0.79
Cl -1.45 3.48 -1.10
H -3.74 2.29 -2.48
H -5.06 3.16 -1.88
H -3.45 2.76 -0.06
H -3.52 4.46 -0.33
Cl -2.32 -4.30 -3.83
C -1.28 -2.93 -3.40
C 0.13 -2.90 -4.06
Cl 1.05 -4.37 -3.73
H -1.22 -2.99 -2.31
H -1.80 -2.04 -3.74
H 0.69 -2.03 -3.72
H 0.11 -2.84 -5.15
Cl 6.19 1.69 -0.44
C 5.22 2.19 -1.78
C 4.68 3.62 -1.64
Cl 5.95 4.87 -1.73
H 4.48 1.39 -1.80
H 5.78 2.12 -2.71
H 4.18 3.73 -0.68
H 4.08 3.75 -2.55
Cl -7.38 -3.06 -2.79
C -5.73 -2.41 -2.94
C -5.36 -2.24 -4.43
Cl -5.54 -3.78 -5.29
H -5.07 -3.09 -2.40
H -5.68 -1.50 -2.34
H -4.39 -1.79 -4.64
H -6.06 -1.50 -4.81
Cl 5.90 4.47 2.14
C 4.45 3.48 2.43
C 4.03 3.33 3.89
Cl 5.38 2.79 4.95
H 4.61 2.50 1.98
H 3.58 3.94 1.95
H 3.17 2.66 3.99
H 3.76 4.29 4.33
Cl 0.49 3.16 2.86
C -1.27 2.98 2.46
C -2.09 2.60 3.66
Cl -3.62 1.94 3.13
H -1.29 2.25 1.66
H -1.60 3.90 1.96
H -2.19 3.44 4.35
H -1.56 1.78 4.16

(5)
7
Properties=species:S:1:pos:R:3 method="wB97M-V/def2-TZVPD" smiles="C=C=O.F" spin_multiplicity=1 gap_ev=10.343 homo_ev=-9.72
C 1.68 -0.06 -0.29
C 0.54 0.16 0.33
O -0.48 0.27 0.91
H 2.44 0.63 -0.68
H 1.73 -1.14 -0.48
F -3.20 -0.09 -0.29
H -2.71 0.24 0.51

(6)
56
Properties=species:S:1:pos:R:3 method="wB97M-V/def2-TZVPD" spin_multiplicity=1 gap_ev=8.663 homo_ev=-8.45
C -1.12 -6.81 -1.19
O -1.82 -5.86 -0.42
C -1.44 -4.57 -0.48
C -0.39 -4.07 -1.24
C -0.10 -2.72 -1.22
C -0.83 -1.83 -0.44
C -0.44 -0.40 -0.51
O 0.17 0.03 -1.48
N -0.79 0.34 0.58
C -0.72 1.70 0.91
C -1.70 2.26 1.65
C -2.95 1.64 2.06
C -3.46 1.90 3.33
C -4.63 1.32 3.76
C -5.34 0.47 2.91
C -4.87 0.23 1.63
C -3.68 0.81 1.21
C 0.48 2.57 0.63
O 0.70 3.54 1.34
N 1.27 2.20 -0.38
C 2.37 3.03 -0.79
C 3.40 2.23 -1.61
C 4.30 1.32 -0.77
C 5.36 0.70 -1.68
C 3.52 0.22 -0.07
C 1.85 4.19 -1.62
O 0.74 4.28 -2.07
O 2.78 5.13 -1.80
C -1.90 -2.33 0.31
C -2.20 -3.68 0.29
H -1.60 -7.77 -0.99
H -0.07 -6.87 -0.90
H -1.19 -6.59 -2.26
H 0.21 -4.73 -1.86
H 0.71 -2.33 -1.82
H -1.37 -0.16 1.24
H -1.51 3.26 2.00
H -2.91 2.56 3.99
H -5.00 1.52 4.75
H -6.26 0.02 3.25
H -5.42 -0.40 0.96
H -3.35 0.65 0.19
H 0.95 1.48 -1.03
H 2.84 3.45 0.10
H 4.03 2.94 -2.15
H 2.86 1.63 -2.35
H 4.81 1.93 -0.02
H 5.95 1.47 -2.18
H 6.04 0.08 -1.11
H 4.89 0.08 -2.45
H 4.20 -0.48 0.42
H 2.86 0.63 0.69
H 2.91 -0.34 -0.78
H 2.42 5.87 -2.32
H -2.53 -1.68 0.90
H -3.02 -4.07 0.86

(7)
123
Properties=species:S:1:pos:R:3 method="wB97M-V/def2-TZVPD" spin_multiplicity=1 total_charge=-1 gap_ev=4.376 homo_ev=-3.42
O -3.38 -10.84 2.10
C -4.30 -10.93 1.32
O -4.30 -11.96 0.39
C -5.48 -10.01 1.29
P -7.10 -11.06 1.48
F -7.50 -10.20 2.92
H -5.01 -12.55 0.68
H -5.36 -9.39 2.17
H -5.48 -9.40 0.40
H -6.33 -12.04 2.27
H -8.29 -11.89 1.67
H -7.87 -10.09 0.71
H -6.82 -11.76 0.24
C -5.76 -4.87 1.57
C -4.92 -6.04 2.01
O -5.11 -7.15 1.56
C -3.84 -5.77 3.02
H -6.50 -5.21 0.85
H -6.28 -4.44 2.43
H -5.13 -4.11 1.11
H -4.27 -5.38 3.94
H -3.13 -5.04 2.61
H -3.31 -6.69 3.24
C -0.37 -2.36 2.25
C -1.16 -2.94 1.11
O -2.23 -3.48 1.28
C -0.56 -2.81 -0.26
H -0.91 -2.52 3.18
H 0.60 -2.86 2.31
H -0.23 -1.29 2.11
H 0.41 -3.32 -0.29
H -0.41 -1.75 -0.51
H -1.22 -3.26 -1.00
C -0.03 2.80 2.54
C 0.86 1.69 3.02
O 0.74 0.56 2.60
C 1.91 2.03 4.05
H -0.73 2.40 1.81
H -0.59 3.22 3.37
H 0.57 3.58 2.07
H 1.44 2.42 4.95
H 2.60 2.78 3.64
H 2.48 1.13 4.30
C -9.25 -5.03 -2.44
C -8.26 -6.05 -2.95
O -8.55 -6.80 -3.85
C -6.91 -6.07 -2.28
H -10.18 -5.11 -3.00
H -9.45 -5.20 -1.38
H -8.85 -4.02 -2.57
H -7.02 -6.28 -1.22
H -6.41 -5.10 -2.41
H -6.29 -6.84 -2.73
C 1.25 6.90 4.28
C 2.33 5.94 3.83
O 2.13 5.14 2.95
C 3.66 6.03 4.53
H 0.35 6.73 3.69
H 1.03 6.74 5.33
H 1.58 7.93 4.13
H 3.53 5.83 5.60
H 4.09 7.02 4.40
H 4.34 5.29 4.12
C -5.24 2.51 3.22
C -3.91 2.09 2.66
O -3.12 2.90 2.23
C -3.60 0.61 2.64
H -5.34 3.59 3.17
H -6.05 2.05 2.65
H -5.33 2.19 4.26
H -4.34 0.08 2.05
H -3.61 0.22 3.66
H -2.61 0.45 2.22
C 3.05 1.96 0.52
C 4.16 1.71 -0.47
O 4.80 0.68 -0.45
C 4.42 2.79 -1.49
H 2.96 1.11 1.19
H 3.27 2.86 1.10
H 2.10 2.10 -0.01
H 4.70 3.72 -0.99
H 3.53 2.96 -2.10
H 5.24 2.49 -2.14
C 3.87 -3.22 1.49
C 3.09 -4.47 1.82
O 1.89 -4.52 1.70
C 3.88 -5.66 2.31
H 3.18 -2.44 1.15
H 4.39 -2.86 2.37
H 4.59 -3.43 0.70
H 4.41 -5.40 3.23
H 4.60 -5.97 1.56
H 3.20 -6.49 2.51
C 4.22 7.35 -3.46
C 5.13 6.24 -2.99
O 5.02 5.11 -3.42
C 6.18 6.59 -1.97
H 3.52 6.96 -4.18
H 3.67 7.75 -2.60
H 4.80 8.14 -3.92
H 5.71 6.97 -1.06
H 6.85 7.36 -2.37
H 6.76 5.71 -1.72
C 6.31 3.41 -5.58
C 7.63 2.96 -6.13
O 8.46 3.74 -6.55
C 7.89 1.47 -6.14
H 6.25 4.50 -5.62
H 5.49 2.99 -6.16
H 6.21 3.10 -4.54
H 7.14 0.96 -6.75
H 7.85 1.07 -5.13
H 8.87 1.27 -6.56
C 1.54 10.26 -4.64
C 2.65 10.02 -5.63
O 3.30 9.00 -5.62
C 2.90 11.11 -6.64
H 1.46 9.40 -3.97
H 1.75 11.15 -4.05
H 0.59 10.39 -5.16
H 3.17 12.04 -6.13
H 2.01 11.28 -7.25
H 3.72 10.82 -7.30

| no. | maximum force (hartree/bohr) |
| --- | --- |
| 1 | 0.0396 |
| 2 | 0.0559 |
| 3 | 0.0679 |
| 4 | 0.0958 |
| 5 | 0.0605 |
| 6 | 0.0177 |
| 7 | 0.0208 |